Here is C20H33F9N2O5SV as an isolated structure from the Open Molecules 2025 dataset. Energies are from ωB97M-V with the def2-TZVPD basis set.

Structure (XYZ):
```
71
Properties=species:S:1:pos:R:3
C -0.199 5.305 -0.449
H -2.045 -4.071 -0.996
H -0.792 5.918 0.229
C 0.900 -3.474 0.699
O 1.106 -2.078 0.415
H 3.737 -0.016 -1.750
H 0.907 -1.312 -5.064
C 3.234 -2.127 -3.688
C -1.059 4.367 -1.289
H -0.119 -6.007 0.599
H 3.357 -1.954 -4.756
H 1.874 -2.437 4.525
H 0.564 3.898 -2.667
O -1.577 -0.641 0.395
H -0.407 -1.806 4.252
N 1.084 -1.553 2.809
F -2.217 1.771 1.412
C 1.362 -1.106 1.525
O 2.535 0.084 -0.096
C -0.153 -1.120 3.443
F -3.842 -2.205 -0.625
H 3.522 -1.306 1.117
C -3.208 0.878 1.309
F -4.324 1.545 1.009
C -3.081 0.345 -1.183
H -0.408 -4.500 -1.493
C -0.743 -5.285 1.134
C 2.722 -0.564 1.202
H -0.103 -1.568 -3.623
C 2.988 -0.622 -1.231
H 1.736 4.886 0.544
N 1.960 -1.558 -3.265
F -4.364 0.443 -1.514
H 1.503 -4.014 -0.038
H -0.488 2.495 -2.360
H 0.361 5.981 -1.098
H -1.758 3.816 -0.658
H -0.069 -0.110 3.868
H 0.345 4.066 1.282
H 3.248 -3.201 -3.503
H 4.069 -1.662 -3.174
C -0.554 -3.880 0.571
C -0.996 -3.803 -0.886
V 0.239 -0.145 0.128
H -1.142 -3.172 1.159
H -1.634 4.896 -2.047
H 1.288 -3.687 1.695
C -2.854 -0.215 0.250
H -0.867 -2.795 -1.290
F -3.387 -2.183 1.483
F -2.534 1.575 -1.291
F -3.359 0.318 2.513
H -0.480 -5.334 2.192
H -0.964 -1.135 2.720
F -2.467 -0.421 -2.089
H -1.779 -5.604 1.028
H 3.034 -2.216 3.224
F -5.067 -1.052 0.731
C -0.068 3.401 -1.926
H 0.800 -2.925 -4.331
C -3.816 -1.432 0.469
H 3.441 -1.575 -0.952
S 1.036 2.889 -0.595
O 0.223 1.869 0.216
H 3.024 0.220 1.895
C 0.815 -1.855 -4.124
C 0.771 4.425 0.345
H 2.525 -0.826 4.209
C 1.804 -0.865 -2.155
O 0.693 -0.375 -1.836
C 2.187 -1.756 3.733
```

As for the multiplicity: 3. The HOMO-LUMO gap (spin up / spin down) comes out at 8.9 / 8.7 eV. As for the charge: +1. As for the expectation value of S²: 2.033.

***

Here is a 2-piece molecular cluster, C20H33N2O6S overall from the Open Molecules 2025 dataset. Energies are from ωB97M-V with the def2-TZVPD basis set.

Structure (XYZ):
```
62
Properties=species:S:1:pos:R:3
C 2.232 0.698 1.071
H -0.355 3.516 -0.052
C -0.949 2.505 -0.152
H 3.207 -3.260 -3.128
C 4.184 -4.475 0.422
H -5.178 2.351 -2.286
C 3.620 -3.438 2.966
S 4.818 0.710 1.506
H 2.753 -2.910 3.575
H -3.041 -0.344 -3.967
H 1.982 -1.256 -1.673
H -3.528 1.241 -3.302
C 3.270 -3.282 -1.944
H -6.100 -0.309 -1.014
H 3.475 -4.604 3.171
H -0.383 0.323 -0.480
C -0.033 1.176 0.278
C 1.920 -0.842 1.533
O 3.554 0.621 0.364
H 4.761 -5.358 0.978
C 2.539 -2.082 -1.050
C 3.451 -3.270 1.321
C -3.404 -0.550 -1.293
H -2.659 -1.285 -1.610
H -5.272 -2.375 -1.897
O 5.905 1.598 0.850
N 1.291 3.799 3.151
C -5.521 1.742 -1.447
H -1.937 2.504 0.519
H -6.480 0.229 -2.671
C 1.415 2.281 3.291
O 5.387 -0.719 1.680
H -4.468 2.789 -0.180
C -5.740 0.277 -1.867
C 2.617 -2.005 0.613
C 2.601 1.813 2.262
H -3.990 -2.392 -3.156
H 0.787 -1.115 1.639
H -2.910 0.417 -1.178
H 1.670 4.230 4.047
O 1.407 1.359 0.051
H 1.834 2.105 4.394
H 0.301 4.085 2.985
C -3.882 0.251 -3.597
H 4.698 -3.178 3.352
H 4.667 -5.357 -1.862
C 4.135 -4.516 -1.220
H -0.329 0.795 1.344
O -4.581 1.840 -0.387
H 0.401 1.707 3.183
H 2.384 -0.961 2.627
H -5.636 -1.805 -3.565
H 4.042 4.585 -0.561
O 3.896 1.327 2.812
H -6.472 2.159 -1.095
H -3.883 -0.875 -0.364
C -4.875 -1.868 -2.782
C 3.116 3.129 1.369
H -1.284 2.334 -1.281
C 3.699 4.054 0.451
N -4.471 -0.450 -2.385
H -4.660 0.331 -4.362
```

The HOMO-LUMO gap comes out at 6.9 eV. As for the charge: +1.

***

Here is a 3-piece molecular cluster, C20H33N4O2Si overall from the Open Molecules 2025 dataset. Energies are from ωB97M-V with the def2-TZVPD basis set.

Structure (XYZ):
```
60
Properties=species:S:1:pos:R:3
C -1.441 -0.904 0.382
H 1.018 2.987 4.879
H -2.068 2.565 2.111
C -2.359 0.388 0.912
H -4.605 -5.415 0.182
H 0.063 -4.302 1.245
H 0.056 -4.417 -0.724
H 2.645 0.480 -6.920
H 3.923 -2.415 0.118
H 1.234 5.850 5.802
C 0.682 -4.145 0.250
H 0.623 -1.999 -2.392
C -4.790 -0.758 -0.036
N 1.410 1.154 -4.540
C -2.226 -2.142 -0.351
H 0.444 1.130 -6.422
H 3.876 5.534 3.338
H -3.803 -3.856 -1.877
H 1.877 0.254 1.392
H 2.312 6.259 3.757
C 0.088 1.466 1.806
H 2.359 -2.910 -2.370
C 1.701 -2.064 -1.888
C 2.525 -0.308 -6.172
H 1.572 -4.934 0.272
C 3.106 -2.343 0.952
C -4.626 -3.323 -1.218
C 0.359 1.580 -5.433
C 3.054 5.515 4.059
N 1.383 3.930 4.923
H 3.221 -1.437 1.684
C 0.766 4.865 5.833
C 2.433 4.147 4.077
H -4.662 1.400 1.068
H -5.973 -0.729 -0.197
H -5.575 -2.985 -1.813
H -1.699 -3.102 -0.763
C -1.540 1.594 1.666
N -5.816 -3.714 1.039
H 2.169 -0.990 -1.952
C -3.853 -2.019 -0.513
H 1.627 -0.898 -6.380
H -0.598 1.302 -4.986
C 2.438 0.294 -4.799
C 0.195 -0.950 0.596
H 3.393 -0.971 -6.227
H 0.846 4.456 6.844
H 3.218 -3.322 1.625
H -0.289 4.954 5.564
H 0.411 2.668 -5.522
Si 1.374 -2.362 0.026
C -5.010 -4.320 0.068
H 0.710 2.343 2.317
O 3.255 0.036 -3.918
H 3.455 5.757 5.047
H -5.989 -4.381 1.827
O 2.839 3.234 3.362
N 0.833 0.252 1.277
C -3.988 0.505 0.708
H 1.418 1.519 -3.595
```

The HOMO-LUMO gap comes out at 6.6 eV. As for the charge: +1.

***

Here is C20H33N5O5S3TeZn as an isolated structure from the Open Molecules 2025 dataset. Energies are from ωB97M-V with the def2-TZVPD basis set.

Structure (XYZ):
```
68
Properties=species:S:1:pos:R:3
C -2.181 1.406 -2.767
C -0.139 -5.394 -1.354
H -3.734 -1.553 1.140
H -2.755 -1.496 -0.330
C 2.365 -1.368 -0.808
H -1.339 -3.445 0.404
H -2.699 1.890 -3.591
C 4.881 0.545 1.960
N 2.950 0.462 0.584
S -2.179 3.327 1.542
C -1.825 4.870 0.727
N 1.614 -0.569 -1.465
H -2.373 -3.583 1.830
H -2.540 -1.608 3.433
Te -0.557 2.627 -2.127
H -1.825 0.423 -3.066
H -4.279 2.811 2.495
C 1.012 -4.729 -0.954
H 6.130 -1.199 1.944
H -1.597 -2.917 -3.144
H -0.613 -3.448 2.020
Zn 1.185 1.392 -0.341
H 4.704 -2.392 0.313
O 1.209 5.032 -0.152
H 5.493 1.111 2.648
H 2.945 -3.220 -0.281
H -1.981 -5.264 -2.448
N -0.200 0.343 0.925
C -1.594 -1.592 1.498
N 2.403 -2.732 -0.977
H 0.167 0.629 1.827
C 4.418 -1.411 0.667
C -1.690 -1.127 2.945
N -0.337 -1.078 0.906
C 1.241 -3.431 -1.379
O 3.091 4.171 1.152
H 1.735 -5.221 -0.314
C -0.863 -3.438 -2.542
H -1.909 5.662 1.473
C -3.867 3.703 2.028
C 0.609 2.432 -3.897
O 1.005 2.915 1.064
H 0.173 3.019 -4.701
H -2.925 -0.053 0.686
H -4.441 3.960 1.138
S 1.945 3.868 0.314
H -0.303 -6.413 -1.034
C -1.471 -3.111 1.437
H -2.846 1.321 -1.910
C -2.823 -1.140 0.702
C 5.228 -0.733 1.569
C 0.309 -2.789 -2.184
C -1.079 -4.751 -2.146
H -2.545 5.012 -0.079
H -3.863 4.526 2.741
H 0.686 1.389 -4.192
H -0.344 -1.341 -0.076
H -1.839 -0.047 3.013
H 3.433 2.139 1.675
O -2.338 2.279 0.463
C 3.282 -0.771 0.204
S 0.665 -1.155 -2.748
H 1.593 2.820 -3.640
C 3.728 1.120 1.437
H -0.784 -1.390 3.493
H -0.798 4.839 0.356
H -1.084 0.849 0.782
O 2.363 3.015 -0.885
```

The HOMO-LUMO gap comes out at 7.3 eV. As for the charge: 0.

***

Here is C20H34AgF6O22PS4 as an isolated structure from the Open Molecules 2025 dataset. Energies are from ωB97M-V with the def2-TZVPD basis set.

Structure (XYZ):
```
88
Properties=species:S:1:pos:R:3
H 1.363 0.324 -2.661
H 1.757 -1.519 4.040
F -1.018 -1.128 1.165
H 3.956 0.482 4.910
C 2.086 -5.068 -3.564
H 1.530 -4.568 -5.480
C 0.073 -0.477 -4.139
O -1.891 3.352 1.988
H -0.430 2.071 3.755
H -5.587 -1.210 -3.476
H 3.259 0.853 1.056
O 0.248 2.711 -6.152
H 1.681 3.567 4.449
Ag -2.014 -3.186 -0.194
C -0.070 -4.088 -2.865
O 1.604 1.262 -4.588
C -4.529 1.490 1.846
F 0.653 -2.221 -0.134
C -4.529 0.445 -3.552
C 1.402 0.102 -3.727
O 0.198 -3.609 -4.055
O 5.380 -3.467 4.618
S 4.796 2.046 -1.411
S -6.305 -0.326 2.269
O 3.077 -2.404 5.324
C 3.285 3.033 0.360
H 2.219 -0.609 -3.846
H 3.167 -4.927 -3.536
H -5.781 -1.082 -1.165
H 0.986 -5.555 -1.670
O 3.880 3.288 -0.946
C 3.918 1.714 0.954
H 0.851 2.429 2.534
O 4.392 -1.150 3.995
O -4.755 -0.408 2.954
O -0.222 4.852 2.262
C -3.701 0.281 2.335
O 5.018 1.550 0.079
C 1.549 -3.998 -4.551
C -0.754 3.637 2.364
S 0.554 1.328 -5.840
C 1.309 -4.689 -2.248
O 5.976 2.445 -2.117
H -4.024 2.057 1.063
H 1.663 -0.764 5.583
H 3.509 3.893 0.991
F 2.226 -1.275 1.194
C 3.352 -0.181 4.291
H -4.745 2.308 2.532
S 4.719 -2.294 5.129
H 0.115 4.364 4.888
O -7.353 0.030 3.218
H 1.855 4.903 2.421
C 0.723 3.942 4.088
O -1.170 -4.038 -2.322
C 0.139 2.848 3.245
C -5.315 -0.210 -1.623
H 2.209 2.975 0.196
O -3.113 -1.121 -0.955
H -6.705 0.200 -3.101
H -5.665 0.615 -1.002
O -5.752 1.017 1.380
H 2.233 -3.150 -4.549
H 2.976 0.327 3.403
H 1.782 -3.957 -1.593
O -3.422 -0.096 -2.871
F 0.617 -0.187 2.453
O 5.325 -1.622 6.274
H -4.366 0.342 -4.625
O -6.325 -1.533 1.440
H -4.547 1.514 -3.338
F 0.538 -2.579 2.047
H -2.979 0.551 3.105
H 0.226 -1.300 -4.837
H 1.781 -6.095 -3.763
H 4.246 1.832 1.987
P 0.590 -1.204 1.136
C -5.699 -0.215 -3.045
O -0.577 0.600 -4.821
C 2.375 -1.187 4.874
C -3.832 -0.409 -1.679
H -3.301 -0.302 1.505
O 3.995 0.991 -2.074
H -0.541 -0.703 -3.268
F 0.754 0.150 0.079
C 0.945 5.001 3.012
O 1.047 0.415 -6.906
H 0.908 5.976 3.498
```

The HOMO-LUMO gap comes out at 9.3 eV. As for the charge: 0.

***

Here is a 3-piece molecular cluster, C20H34FNO8P overall from the Open Molecules 2025 dataset. Energies are from ωB97M-V with the def2-TZVPD basis set.

Structure (XYZ):
```
65
Properties=species:S:1:pos:R:3
H -2.712 3.032 1.327
C 0.450 -1.980 -2.318
H 2.313 -1.230 3.171
H -4.103 -0.320 -3.342
C -0.753 1.953 2.340
H 5.092 0.869 4.806
C -3.704 0.914 -0.718
H 7.606 0.635 3.119
C -1.726 -1.815 -0.616
H 3.875 -3.355 1.585
H 0.817 -1.566 -3.375
F -0.008 -2.888 2.428
C -2.066 2.049 1.307
H 1.142 -1.476 -1.516
O -1.938 -1.699 -3.230
H 4.243 2.426 3.211
H 2.139 -4.082 1.684
H 0.913 0.660 3.069
H -0.956 -0.199 -2.052
H 5.057 -0.967 2.683
O -3.497 -0.510 -5.295
H 0.455 -3.154 -2.291
C 2.877 -3.314 2.223
C 6.670 0.219 3.510
H -6.169 -1.386 -4.908
H 1.987 3.113 3.262
H 2.969 -1.211 1.344
H 3.008 -3.682 3.326
H -1.238 -2.827 -0.223
C -5.850 -0.559 -5.553
H -4.388 -0.328 -7.135
O -1.330 3.429 4.709
H -4.437 -1.964 -6.440
N 0.109 0.683 2.387
O 5.030 0.958 1.971
H 0.195 4.889 1.782
C 0.734 -1.932 1.538
H -6.171 0.811 -3.877
H -5.045 2.141 -1.547
C 5.209 1.975 2.966
O -0.195 4.962 2.718
H 6.455 2.003 4.761
C -1.412 -0.530 0.401
H 6.918 -0.605 4.184
H -6.647 -0.361 -6.274
O -4.029 2.159 -1.489
H -5.461 1.536 -5.333
C -0.148 -0.545 1.496
C 5.774 -0.202 2.366
C 5.859 1.311 4.160
C -1.074 -1.385 -2.077
O -4.605 -0.093 -0.879
P -0.263 3.417 3.517
H -2.891 -2.051 -0.686
O 1.380 3.078 4.080
C -4.084 0.285 -4.256
H 5.858 2.749 2.541
H -3.468 1.170 -4.076
C -5.485 0.635 -4.710
C -2.408 0.770 0.286
H 6.339 -0.586 1.511
C 2.256 -1.764 2.124
C -4.530 -0.898 -6.211
H 0.823 -2.407 0.447
H -1.759 -0.961 -3.912
```

The HOMO-LUMO gap comes out at 5.5 eV. As for the charge: +1.

***

Here is a 6-piece molecular cluster, C20H34FO13S2 overall from the Open Molecules 2025 dataset. Energies are from ωB97M-V with the def2-TZVPD basis set.

Structure (XYZ):
```
70
Properties=species:S:1:pos:R:3
C -1.452 -1.448 1.294
C -4.533 0.323 0.347
H -2.483 -0.246 -1.863
H -1.160 -3.551 3.279
H -2.335 -4.844 1.699
H -2.559 -3.334 4.043
C -2.528 -3.817 1.892
F 0.204 0.627 -0.743
O 3.814 -3.210 0.690
O -4.205 -0.376 -0.799
C 1.078 2.114 2.058
H -0.684 2.939 1.523
H 2.886 -0.476 2.492
C 3.514 -1.308 2.148
H 0.487 4.052 0.833
H 2.052 1.947 -2.940
H -0.290 0.912 -3.651
C 1.587 0.091 -3.890
C 0.339 4.274 2.831
C 0.241 3.408 1.642
H 3.241 1.361 -4.020
H -0.868 -1.115 3.369
C 2.469 2.638 2.455
H -2.126 1.664 -0.232
H -0.285 -0.493 -2.982
H -3.389 1.568 -3.445
H 0.247 5.344 2.706
H -3.565 -3.721 1.735
O -3.967 1.424 0.462
O 0.582 -1.563 -6.895
C 4.191 -3.247 -0.526
C 0.058 0.050 -3.862
H 1.876 2.090 -4.689
H -0.162 3.811 3.787
O -5.405 -0.139 1.143
O -0.639 -3.567 0.073
O 3.594 -2.415 -1.150
O -2.906 -2.706 -0.452
H 4.470 -1.079 1.949
H -2.624 -0.898 2.768
H 1.684 -1.877 -0.697
S -1.803 -2.948 0.482
C -3.297 0.355 -1.616
H 2.908 1.992 3.350
H -0.561 -1.157 0.914
C 2.813 -2.213 1.021
O 1.816 -0.710 -5.095
C 2.164 1.524 -4.009
H -2.164 -0.762 0.865
H 2.749 -0.556 -0.213
H 2.030 -2.501 1.397
H -4.115 -0.065 -3.522
H -4.720 1.265 -2.662
H 0.732 1.441 2.851
O 4.922 -4.008 -1.057
H 3.188 2.813 1.608
H -3.312 2.744 -0.935
H 1.960 -0.415 -2.854
C -1.745 -1.546 2.810
C -3.878 0.765 -2.884
O 2.652 5.187 2.158
C -2.014 -3.029 3.146
C -3.120 1.665 -0.656
O -0.373 -0.640 -5.092
S 2.090 4.264 3.115
O 2.515 4.373 4.418
C 0.628 -1.015 -5.762
H 1.097 1.457 1.155
H 3.711 -1.925 3.063
C 2.679 -1.563 -0.378
```

The HOMO-LUMO gap comes out at 8.9 eV. As for the charge: -1.